Computed, not measured: a molecular structure, C40H40N6OPtSi, with ωB97M-V/def2-TZVPD.

Its energy relative to the best compared isomer or geometry (same formula, charge and spin) is 19.5 kcal per mole. The orbital gap comes out at 7.45 eV.

```
! wB97M-V def2-TZVPD RIJCOSX def2/J DEFGRID3
* xyz 0 1
Pt -0.54033 -0.49969 1.39667
C -2.02563 -0.24839 5.28505
Si -0.47479 -0.98050 4.51887
C 0.27150 -2.22677 5.70036
C 0.71900 0.45765 4.32846
N -0.73212 -1.72916 2.96667
C -1.21516 -3.02949 2.85022
C -2.27913 -3.52197 3.61527
C -2.73501 -4.82255 3.48727
C -2.13428 -5.68931 2.58379
C -1.06994 -5.23201 1.82412
C -0.62335 -3.92808 1.95645
O 0.49046 -3.50749 1.23104
C 0.45316 -3.73934 -0.11559
C -0.72109 -3.63560 -0.85641
C -0.68949 -3.85768 -2.22448
C 0.50494 -4.16282 -2.86642
C 1.67596 -4.24027 -2.12250
C 1.65512 -4.03233 -0.74892
H -1.75248 0.34360 6.16268
H -2.76346 -0.98610 5.60394
H -2.50883 0.42320 4.57067
H 0.53205 -1.73932 6.64219
H 1.18325 -2.65184 5.27571
H -0.40553 -3.05230 5.92324
H 1.02147 0.79425 5.32412
H 0.25874 1.30665 3.82061
H 1.62265 0.18175 3.78279
H -2.77220 -2.84938 4.30704
H -3.56540 -5.15610 4.09561
H -2.48823 -6.70422 2.46820
H -0.57206 -5.88135 1.11371
H -1.64470 -3.38941 -0.34860
H -1.60553 -3.78251 -2.79612
H 0.52078 -4.34319 -3.93304
H 2.60952 -4.49670 -2.60845
H 2.55078 -4.11298 -0.14840
C -0.22924 -0.41987 -2.16185
C 0.93254 -0.47957 -1.25075
N 0.92968 -0.50173 0.06575
C 2.22734 -0.68595 0.49690
C 3.03067 -0.75320 -0.58722
N 2.20504 -0.62776 -1.68577
C 2.60951 -0.66246 -3.06829
N 2.51603 0.62174 -3.70653
N 1.65078 0.80490 -4.73471
N 1.76156 1.99205 -5.18114
C 2.73116 2.64652 -4.44836
C 3.22961 3.94741 -4.55311
C 4.22907 4.30651 -3.67967
C 4.71647 3.40891 -2.70751
C 4.22490 2.12991 -2.58312
C 3.22531 1.76483 -3.48788
H -1.13898 -0.43744 -1.57368
H -0.21426 -1.29243 -2.82145
H -0.20883 0.48149 -2.77191
H 2.45530 -0.77187 1.54214
H 4.09208 -0.89380 -0.68273
H 1.96426 -1.33779 -3.63160
H 3.63713 -1.02719 -3.10258
H 2.84580 4.62743 -5.30030
H 4.65289 5.30021 -3.72856
H 5.49480 3.74165 -2.03408
H 4.58916 1.45703 -1.81928
C -5.11388 4.41389 -1.00970
C -5.43615 3.10269 -1.32691
C -4.62976 2.06381 -0.88630
C -3.47834 2.31030 -0.13900
C -3.17870 3.63364 0.19138
C -3.98555 4.67255 -0.24243
C -2.65025 1.17099 0.31913
C -1.31681 1.08785 0.41607
C -0.39960 2.14336 -0.09072
C -0.56302 2.70361 -1.35950
C 0.32340 3.65324 -1.84525
C 1.39094 4.07333 -1.06567
C 1.56787 3.52927 0.19929
C 0.68755 2.57124 0.67578
H -5.74256 5.22725 -1.34787
H -6.32011 2.88691 -1.91327
H -4.89072 1.04044 -1.13109
H -2.30962 3.84489 0.80062
H -3.73527 5.69125 0.02558
H -3.22836 0.30426 0.63660
H -1.40254 2.38930 -1.96726
H 0.17841 4.06808 -2.83548
H 2.08645 4.80988 -1.44606
H 2.39930 3.85032 0.81594
H 0.83698 2.13992 1.65763
*
```

Here are the Löwdin charges for atoms 1 to 5, given in e: 1.0973, -0.1763, 0.3554, -0.1674, -0.1966